P:
A 11-piece molecular cluster, C22H66O21 overall. Source: OMol25; level of theory: ωB97M-V with the def2-TZVPD basis set.

```
109
Properties=species:S:1:pos:R:3
O -1.8624 0.2244 3.5838
C -0.5387 0.2195 4.0141
C -0.1263 -1.1923 4.2426
O -0.0609 -1.8754 2.9856
H -2.3656 1.0498 3.7863
H 0.1408 0.6129 3.2500
H -0.4149 0.8069 4.9026
H -0.7856 -1.5941 4.9873
H 0.9558 -1.0836 4.5622
H -0.9120 -2.3362 2.7091
O 1.3231 3.2730 -3.3999
C 0.1287 3.7626 -2.8154
C 0.0092 5.2824 -2.9230
O -0.4585 5.6790 -4.2312
H 0.9937 2.6273 -4.0790
H -0.7448 3.2936 -3.3106
H 0.2163 3.4901 -1.7471
H 0.9212 5.8022 -2.7354
H -0.6967 5.5822 -2.1061
H -0.6633 6.6208 -4.1371
O 2.8724 0.5482 2.2561
C 3.4991 -0.1571 1.2458
C 3.2898 -1.6425 1.5146
O 2.0124 -2.1918 1.2442
H 2.6850 1.4208 1.9501
H 3.1215 0.2066 0.3034
H 4.5857 0.0149 1.2765
H 3.5418 -1.8820 2.5373
H 3.9404 -2.1091 0.8280
H 1.3239 -1.8724 1.7963
O 1.7131 2.3864 0.7594
C 0.7758 3.3335 1.1098
C -0.4502 2.5514 1.4028
O -1.5071 3.4053 1.7406
H 1.9039 2.3466 -0.1753
H 1.2072 3.9292 1.9301
H 0.5108 4.0048 0.2463
H -0.2378 1.9418 2.2817
H -0.5461 1.8786 0.5457
H -1.7659 3.9412 0.9387
O 2.7393 1.7294 -1.5670
C 3.8679 2.4186 -2.2049
C 5.1094 1.9685 -1.4557
O 5.2445 2.5503 -0.1597
H 1.9313 1.8545 -2.1370
H 3.7989 2.1657 -3.2881
H 3.6788 3.4072 -1.9941
H 6.0902 2.2073 -1.8845
H 5.1294 0.8919 -1.3790
H 4.5725 2.0854 0.4162
O 0.9585 -4.3911 -0.0388
C 0.9420 -4.2266 -1.4562
C 0.5755 -2.8588 -1.9013
O 1.4980 -1.8095 -1.6350
H 1.2895 -3.5110 0.2803
H 1.9352 -4.4222 -1.8833
H 0.3653 -4.9684 -1.9859
H -0.4235 -2.6524 -1.4920
H 0.3683 -2.9253 -2.9620
H 1.6072 -1.6687 -0.6750
O 1.9836 -3.6815 3.7781
C 2.2313 -4.8839 3.1269
C 0.9906 -5.7793 3.0909
O -0.0579 -5.0767 2.3691
H 1.1185 -3.3636 3.4975
H 2.7666 -4.7786 2.1378
H 2.9266 -5.4125 3.8207
H 0.6104 -5.9791 4.0931
H 1.3576 -6.7147 2.5746
H 0.2528 -5.1438 1.4893
O -2.5212 4.2888 -1.0277
C -3.9423 4.4171 -1.2161
C -4.3142 4.0003 -2.6543
O -3.5183 4.5656 -3.6670
H -2.2961 3.4144 -1.4417
H -4.4768 3.7665 -0.5745
H -4.1235 5.4563 -0.9787
H -5.3021 4.3111 -2.9680
H -4.2097 2.8236 -2.6801
H -2.6884 4.8004 -3.2177
O 0.0124 0.1568 -3.1245
C 0.0305 -0.4408 -4.3391
C -0.5791 0.5317 -5.3698
O 0.2799 1.6333 -5.7127
H 0.6482 -0.3487 -2.5372
H 1.0043 -0.8395 -4.5657
H -0.6421 -1.3128 -4.5047
H -1.5533 0.9182 -5.0307
H -0.8744 -0.0411 -6.2743
H -0.2951 2.2403 -6.1659
O -2.9422 -5.8786 4.4767
C -3.8163 -4.7658 4.1340
C -3.0370 -3.4996 3.8589
O -2.4032 -3.6276 2.5583
H -2.2352 -5.9692 3.8344
H -4.5057 -5.0726 3.3610
H -4.3928 -4.6575 5.0464
H -2.3167 -3.4180 4.6619
H -3.6386 -2.6019 3.7794
H -1.7827 -4.3601 2.5709
C -2.3611 -0.5983 0.2860
C -2.9992 0.3451 -0.7341
O -1.9308 1.2543 -1.2198
H -1.9363 0.0146 1.1125
H -1.4715 -1.0201 -0.2052
H -2.9590 -1.4450 0.5271
H -3.6887 0.9950 -0.2016
H -3.5514 -0.2036 -1.5701
H -1.6636 0.8367 -2.0723
```

Its charge is 0. The HOMO energy comes out at -9.6 eV. Its SMILES is OCCO.OCCO.OCCO.OCCO.OCCO.OCCO.OCCO.OCCO.OCCO.OCCO.CCO.

***

Q:
A 11-piece molecular cluster, C22H66O21 overall. Source: OMol25; level of theory: ωB97M-V with the def2-TZVPD basis set.

```
109
Properties=species:S:1:pos:R:3
O 15.1507 10.1128 13.4232
C 15.6668 9.7693 14.7385
C 14.6944 8.9173 15.5653
O 13.3897 9.3374 15.6791
H 15.8448 10.1228 12.7201
H 16.5831 9.1695 14.6968
H 15.8427 10.6762 15.2200
H 15.2000 8.8483 16.5252
H 14.6037 7.8986 15.1812
H 12.8786 9.2486 14.8498
O 15.0141 11.1174 5.7925
C 14.4202 11.0225 7.0926
C 12.9327 11.2424 7.0018
O 12.6290 12.5930 6.8161
H 14.5317 11.8077 5.3120
H 14.4878 9.9667 7.4033
H 14.8369 11.6418 7.8482
H 12.4830 10.9620 7.8972
H 12.6102 10.7383 6.0915
H 12.8496 13.0671 7.6525
O 15.4059 12.7881 11.6274
C 14.3703 13.1466 12.5513
C 14.8333 14.1917 13.5693
O 15.8312 13.6808 14.3532
H 15.9630 12.1462 12.1124
H 13.5337 13.5075 11.9520
H 14.0541 12.3102 13.1650
H 13.9628 14.4287 14.2030
H 15.1493 15.1478 13.1377
H 16.7424 13.7039 14.0394
O 10.4205 10.7218 16.4418
C 10.1295 10.4534 15.0828
C 8.6736 11.0322 14.8181
O 8.6788 12.4791 15.0082
H 11.3273 10.3872 16.5939
H 10.9027 10.7959 14.3925
H 10.0332 9.3831 14.8744
H 7.9567 10.5895 15.4819
H 8.4433 10.7905 13.7554
H 9.0019 12.6258 15.9191
O 19.5365 10.1604 9.2092
C 19.1775 11.3014 9.9761
C 17.6246 11.4279 10.0663
O 17.1034 10.6427 11.1021
H 19.4433 9.3064 9.6635
H 19.6961 11.2363 10.9528
H 19.5154 12.2087 9.4427
H 17.2809 11.1218 9.0349
H 17.3192 12.4244 10.2831
H 17.5672 9.7344 11.0888
O 17.7994 7.6509 10.5941
C 16.7937 6.7473 11.1084
C 15.4154 7.3644 10.9184
O 15.1954 7.9086 9.6221
H 17.4736 7.8150 9.6941
H 16.9342 5.7700 10.5427
H 17.0236 6.4887 12.1654
H 15.2326 8.2015 11.6194
H 14.6516 6.5456 11.1314
H 14.7906 8.8226 9.7526
O 10.3157 5.7066 10.3276
C 11.1877 6.1091 9.3786
C 11.7331 7.4574 9.6408
O 10.8463 8.5587 9.3304
H 9.4215 6.0256 10.2259
H 12.0455 5.4070 9.3801
H 10.7381 6.0805 8.3655
H 12.7135 7.4962 9.1529
H 11.8081 7.6729 10.6819
H 10.3971 8.3787 8.4574
O 7.5096 6.6284 10.5412
C 7.0591 7.5100 11.5449
C 8.3519 7.9507 12.3014
O 8.9808 9.1851 11.9362
H 6.8217 6.5743 9.8684
H 6.6045 8.4054 11.0866
H 6.2793 7.0413 12.1738
H 9.0332 7.0861 12.2597
H 8.0252 8.1516 13.3184
H 9.4922 8.9924 11.1487
O 7.5321 13.4179 10.5242
C 8.3989 12.3734 10.9993
C 9.5093 12.2119 9.9826
O 10.4179 13.3559 10.1882
H 6.9416 13.7666 11.2102
H 8.8450 12.6203 11.9210
H 7.7932 11.4673 11.0459
H 9.1626 12.3764 8.9757
H 10.0088 11.2116 10.0423
H 10.2834 13.7085 11.0843
O 14.2145 10.3753 10.5377
C 12.8395 10.5759 10.8297
C 12.3789 10.1048 12.1850
O 12.8759 8.8253 12.5285
H 14.6853 11.2071 10.4020
H 12.5195 11.6416 10.7286
H 12.1924 10.1206 10.0441
H 11.2803 10.0886 12.0887
H 12.6416 10.8676 12.9203
H 13.8282 9.0592 12.6300
C 12.1281 15.7776 8.7734
C 13.3282 15.1052 9.2682
O 13.0333 13.7017 9.4064
H 11.8437 15.6465 7.7414
H 12.3770 16.8590 8.8171
H 11.2292 15.5785 9.3873
H 13.5905 15.5870 10.2306
H 14.1523 15.1738 8.5533
H 12.0780 13.5918 9.5614
```

Its charge is 0. The HOMO energy comes out at -9.5 eV. Its SMILES is OCCO.OCCO.OCCO.OCCO.OCCO.OCCO.OCCO.OCCO.OCCO.OCCO.CCO.

***

Which structure wins on stability? P wins.

***

P:
C5H6N2OS in the gas phase. Source: OMol25; level of theory: ωB97M-V with the def2-TZVPD basis set.

```
15
Properties=species:S:1:pos:R:3
C 1.4770 1.7246 0.0512
N 0.9103 0.3983 -0.0673
C 2.1079 -0.8183 -0.0717
O 3.2470 -0.4894 -0.1204
C -0.4117 -0.0205 0.0673
N -0.7005 -1.2926 0.0077
C -2.0258 -1.4710 -0.0230
C -2.8928 -0.4324 0.1175
S -1.8372 1.0357 0.1392
H 1.5328 2.0355 0.9976
H 2.5050 1.5195 -0.3647
H 0.8844 2.4335 -0.5595
H 1.6501 -1.6885 -0.2423
H -2.4767 -2.5278 0.1576
H -3.9698 -0.4068 -0.0893
```

Its charge is 0. The HOMO energy comes out at -8.2 eV. Its SMILES is CN(C=O)c1nccs1.

***

Q:
C5H6N2OS in the gas phase. Source: OMol25; level of theory: ωB97M-V with the def2-TZVPD basis set.

```
15
Properties=species:S:1:pos:R:3
C -1.8784 1.2906 -0.0074
C -2.1177 -1.1751 -0.1251
C -0.7170 0.6255 0.1681
C -0.8185 -0.8241 0.1011
C 1.6171 0.3333 0.1276
N 0.5694 1.1395 0.4710
N 0.2884 -1.5441 0.3719
O 1.9681 0.1723 -1.1475
S -3.1821 0.1915 -0.2585
H -2.0555 2.3484 -0.0208
H -2.5319 -2.1612 -0.1764
H 2.4534 0.2519 0.8067
H 0.6191 1.4970 1.4177
H 0.5581 -2.2429 -0.3058
H 1.1997 0.2981 -1.7238
```

Its charge is 0. The HOMO energy comes out at -7.1 eV.

***

Which structure wins on stability? P wins.

***

P:
C3H6FNO2S in the gas phase. Source: OMol25; level of theory: ωB97M-V with the def2-TZVPD basis set.

```
14
Properties=species:S:1:pos:R:3
C -0.9848 -0.5325 0.1429
C -0.1754 0.7488 0.4728
C 1.0978 -1.5848 -0.4698
N -2.2912 -0.3383 0.2841
O -0.3157 -1.5543 -0.4180
O -4.8432 0.4149 0.1992
F 1.7092 -1.6187 0.8385
S -4.0533 -0.7723 -0.1795
H -0.6048 1.3650 1.3854
H -0.0449 1.2873 -0.4801
H 0.8682 0.4012 0.8669
H 1.3692 -2.5834 -0.8856
H 1.3582 -0.7656 -1.1111
H -2.3465 0.5449 0.8428
```

Its charge is 0. The HOMO energy (spin up / spin down) comes out at -6.6 / -6.6 eV.

***

Q:
C3H6FNO2S in the gas phase. Source: OMol25; level of theory: ωB97M-V with the def2-TZVPD basis set.

```
14
Properties=species:S:1:pos:R:3
C 2.1039 0.5356 -0.7562
C 1.3016 -0.7385 -0.3446
C 0.0670 -0.9305 0.0907
F -0.6147 -2.1238 0.3119
S -1.1362 0.4234 0.0463
N -2.3899 -0.1922 1.1056
O -0.6010 1.5301 0.7686
O -1.6636 0.6374 -1.2678
H 1.3256 1.4003 -0.7964
H 2.5039 0.4167 -1.7984
H 2.9716 0.6742 0.0550
H 1.8560 -1.6452 -0.2951
H -3.3283 -0.0701 0.8263
H -2.3959 0.0825 2.0541
```

Its charge is 0. The HOMO energy comes out at -10.5 eV. Its SMILES is C/C=C(/F)S(N)(=O)=O.

***

Which structure wins on stability? Q wins.

***

P:
C21H21N3O4 as an isolated structure. Source: OMol25; level of theory: ωB97M-V with the def2-TZVPD basis set.

```
49
Properties=species:S:1:pos:R:3
C -6.4473 -2.7976 0.4624
H -7.4319 -2.7714 0.4183
O -5.9243 -1.3807 0.1214
C -4.6995 -1.2468 0.0135
C -3.7213 -2.3428 -0.0032
C -2.4824 -1.8568 0.0689
C -2.1806 -0.5749 -0.0614
C -3.1304 0.5390 -0.4586
C -4.4821 0.1479 -0.2903
H -5.2060 0.7764 -0.2755
O -2.7633 1.9930 -0.5102
C -3.7832 2.8925 -0.7982
H -3.1019 3.5330 -0.9927
H -4.3055 2.6748 -1.5152
H -4.3004 2.8987 0.0765
C -0.7444 -0.0962 -0.3309
O -0.2186 0.3702 -1.3634
N 0.1009 -0.4884 0.6847
N 1.6236 -0.3856 0.3519
C 2.2572 0.6933 0.5158
N 3.5031 0.6086 0.0768
C 4.0462 -0.4863 0.0828
C 5.5321 -0.4844 -0.2910
C 6.1153 -1.7426 -0.4064
C 5.4749 -2.8288 -0.7890
C 4.2119 -2.9823 -0.2902
C 3.4719 -1.9854 -0.0425
C 2.0740 -1.6172 0.1929
O 1.2093 -2.7732 0.4216
H 3.5925 -3.9604 -0.1804
H 6.0083 -3.8160 -0.7830
H 7.2064 -1.8261 -0.9184
H 6.0979 0.3808 -0.3505
C 1.6014 1.8241 0.6389
H 0.6668 1.7327 1.2232
C 2.5557 3.2587 1.2971
H 3.5935 2.8179 0.9744
H 2.3042 3.3359 2.5617
C 1.9935 4.0806 0.2086
H 1.1446 4.8549 0.6662
H 2.8583 4.5237 -0.1730
C 1.2632 2.9303 -0.3365
H 0.2716 2.9099 -0.8676
H 1.9608 2.3984 -1.3911
H -0.2959 -1.1415 1.1102
H -1.4912 -2.5802 0.0583
H -3.8873 -3.3135 0.3688
H -6.0587 -3.6072 -0.3985
H -6.0829 -3.0891 1.2226
```

Its charge is 0. The HOMO energy comes out at -7.6 eV.

***

Q:
C21H21N3O4 in the gas phase. Source: OMol25; level of theory: ωB97M-V with the def2-TZVPD basis set.

```
49
Properties=species:S:1:pos:R:3
C -8.0427 0.2706 1.2143
C -7.7748 -0.3540 -0.1517
O -6.6443 -1.2048 -0.1488
C -5.3951 -0.6788 -0.1543
C -5.0773 0.6722 -0.2691
C -3.7576 1.0849 -0.2832
C -2.7227 0.1610 -0.1803
N -1.3777 0.5095 -0.1836
C -0.8309 1.7090 -0.2602
C 0.5350 1.9282 -0.2528
C 0.9991 3.3000 -0.3355
O 0.2879 4.2801 -0.4198
N 2.3780 3.4325 -0.3084
C 3.3216 2.4347 -0.2268
O 4.5029 2.6774 -0.2272
N 2.8133 1.1500 -0.1549
C 3.7645 0.0788 -0.0695
C 3.8350 -0.8517 -1.0914
C 4.7470 -1.8951 -1.0121
C 4.8349 -2.8995 -2.1207
C 5.5834 -1.9727 0.0930
C 5.5226 -1.0392 1.1175
C 6.4299 -1.1279 2.3064
C 4.5950 -0.0091 1.0329
C 1.4664 0.8257 -0.1578
O 1.1165 -0.3487 -0.0735
C -3.0413 -1.1950 -0.0680
C -4.3524 -1.6066 -0.0553
H -7.2155 0.9052 1.5231
H -8.9492 0.8678 1.1718
H -8.1699 -0.5121 1.9579
H -8.6042 -1.0111 -0.4273
H -7.6767 0.4182 -0.9243
H -5.8478 1.4216 -0.3542
H -3.5466 2.1384 -0.3753
H -0.6864 -0.2510 -0.1122
H -1.4654 2.5834 -0.3328
H 2.7448 4.3757 -0.3678
H 3.1767 -0.7673 -1.9428
H 5.3852 -3.7819 -1.8045
H 5.3491 -2.4643 -2.9778
H 3.8407 -3.2000 -2.4445
H 6.3000 -2.7798 0.1557
H 7.1207 -1.9613 2.2098
H 7.0031 -0.2081 2.4102
H 5.8479 -1.2621 3.2175
H 4.5277 0.7282 1.8182
H -2.2446 -1.9198 0.0105
H -4.6060 -2.6510 0.0295
```

Its charge is 0. The HOMO energy comes out at -8.0 eV. Its SMILES is CCOc1ccc(N/C=C2/C(=O)NC(=O)N(c3cc(C)cc(C)c3)C2=O)cc1.

***

Which structure wins on stability? Q wins.

***

P:
A 4-piece molecular cluster, C2H12O3S2 overall. Source: OMol25; level of theory: ωB97M-V with the def2-TZVPD basis set.

```
19
Properties=species:S:1:pos:R:3
C 0.7303 3.1953 -0.4659
C 0.2632 1.7664 -0.7691
S 1.6302 0.6992 -1.3392
S 0.6604 -0.4356 -2.7813
H 1.7792 3.3687 -0.7121
H 0.2062 3.9601 -1.0433
H 0.5388 3.4592 0.5770
H -0.3025 1.3392 0.0491
H -0.4340 1.8155 -1.5918
H 0.3906 0.5879 -3.5971
O -2.7656 -1.1530 0.4497
H -1.8828 -1.1647 0.8932
H -2.4172 -1.4739 -0.4062
O 1.5855 -1.7968 1.4378
H 2.5139 -1.9375 1.6660
H 1.6713 -1.7122 0.4783
O -1.4238 -3.8788 2.3048
H -1.5283 -3.1495 1.6804
H -1.2154 -3.4894 3.1697
```

Its charge is 0. The HOMO energy comes out at -9.2 eV. Its SMILES is CCSS.O.O.O.

***

Q:
A 4-piece molecular cluster, C2H12O3S2 overall. Source: OMol25; level of theory: ωB97M-V with the def2-TZVPD basis set.

```
19
Properties=species:S:1:pos:R:3
C -0.6100 0.8835 1.4527
S 0.0309 -0.8556 1.4151
S 0.7961 -0.8370 -0.5933
C 2.5135 -0.3079 -0.2061
H -1.0833 1.1621 0.4846
H 0.1657 1.5953 1.6514
H -1.4817 0.8179 2.1074
H 2.5152 0.3340 0.6674
H 2.7948 0.3734 -1.0112
H 3.1857 -1.1701 -0.0625
O 1.8568 3.2362 -0.0046
H 1.1038 2.7015 -0.2790
H 1.8248 3.9933 -0.5831
O -2.5570 0.8570 -1.2081
H -2.3193 1.0019 -2.1393
H -3.0210 0.0258 -1.2581
O -2.3589 -1.9533 -1.1302
H -2.3438 -2.7845 -0.6097
H -1.5210 -1.5412 -0.8530
```

Its charge is 0. The HOMO energy comes out at -9.2 eV. Its SMILES is CSSC.O.O.O.

***

Which structure wins on stability? Q wins.

***

P:
A 2-piece molecular cluster, C7H16OSi overall. Source: OMol25; level of theory: ωB97M-V with the def2-TZVPD basis set.

```
25
Properties=species:S:1:pos:R:3
C 2.0119 3.3927 1.7628
C 1.1760 2.2793 1.0489
Si -0.4913 2.8443 0.3441
O -1.4626 3.8484 0.8786
C -0.7223 1.8538 -1.1564
C -2.1107 1.1441 -1.2468
H 3.0031 3.4439 1.3015
H 1.6346 4.3862 1.5953
H 2.1013 3.2077 2.8691
H 0.9840 1.4544 1.7331
H 1.7388 1.7731 0.3109
H -0.7363 2.5291 -2.1257
H -0.0240 1.1032 -1.3807
H -2.4490 1.0207 -0.2492
H -2.8133 1.7310 -1.8255
H -1.9650 0.1424 -1.5798
C 0.0347 -2.4717 -0.3134
C -0.0439 -3.7584 -0.4370
C 0.0454 -4.6651 0.7342
H 0.2174 -1.9650 0.6272
H -0.1616 -1.8543 -1.1323
H -0.0942 -4.3491 -1.4048
H 1.0518 -5.1322 0.7201
H -0.7174 -5.4006 0.7386
H -0.0028 -4.2611 1.7441
```

Its charge is 0. The HOMO energy comes out at -9.9 eV. Its SMILES is CC[Si](=O)CC.C=CC.

***

Q:
C7H16OSi in the gas phase. Source: OMol25; level of theory: ωB97M-V with the def2-TZVPD basis set.

```
25
Properties=species:S:1:pos:R:3
C 0.0210 1.8209 2.5221
C 0.2144 0.5616 1.7099
O -0.7132 -0.4458 2.0117
C 1.5764 0.0565 1.3660
C 0.6780 0.6018 0.2866
Si -0.1052 -0.4651 -1.0717
C 0.3008 -2.3268 -0.9349
C 0.5324 0.2204 -2.7409
C -1.9993 -0.1938 -1.0077
H -0.9384 2.2794 2.2768
H 0.8130 2.5366 2.3213
H 0.0235 1.5795 3.5855
H -1.5954 -0.1192 1.8021
H 1.7181 -1.0134 1.3974
H 2.4373 0.6236 1.6846
H 1.0698 1.7365 -0.2146
H -0.5370 -2.8896 -0.5325
H 0.5455 -2.7476 -1.9067
H 1.1505 -2.5028 -0.2815
H 1.1779 -0.4874 -3.2520
H -0.2978 0.4399 -3.4058
H 1.0959 1.1388 -2.6125
H -2.4660 -0.4860 -1.9425
H -2.4686 -0.7722 -0.2177
H -2.2336 0.8541 -0.8427
```

Its charge is 0. The HOMO energy comes out at -9.5 eV. Its SMILES is C[C@]1(O)C[C@H]1[Si](C)(C)C.

***

Which structure wins on stability? Q wins.